The following is a DFT calculation (wB97M-V/def2-TZVPD) of 14 unconnected molecules or ions with the total composition C56H154N14O14.

Each line ends with the Löwdin charge.
CARTESIAN COORDINATES (ANGSTROEM)
C  0.33  5.11  -3.77  -0.0438
C  1.35  5.07  -2.68  -0.4595
C  1.54  6.42  -1.98  -0.2032
O  2.07  7.46  -2.74  -0.1659
C  3.36  7.21  -3.15  -0.1384
N  1.01  4.11  -1.69  0.0640
H  0.36  4.13  -4.30  0.0905
H  0.53  5.86  -4.53  0.0858
H  -0.65  5.19  -3.30  0.0709
H  2.31  4.77  -3.18  0.1340
H  2.10  6.28  -1.03  0.1148
H  0.57  6.84  -1.80  0.1151
H  3.78  8.19  -3.38  0.0958
H  3.42  6.51  -4.01  0.0942
H  4.02  6.80  -2.32  0.0811
H  1.75  3.51  -1.33  0.0715
H  0.16  3.59  -1.84  0.0520
C  -0.92  3.34  5.56  -0.0449
C  -1.46  2.75  4.21  -0.3907
C  -3.00  2.82  3.93  -0.1604
O  -3.31  1.98  2.79  -0.2611
C  -4.68  1.65  2.49  -0.0812
N  -0.64  3.23  3.10  0.0641
H  0.17  3.34  5.47  0.0650
H  -1.11  2.64  6.37  0.0661
H  -1.28  4.33  5.82  0.0706
H  -1.25  1.63  4.31  0.1410
H  -3.24  3.91  3.64  0.1405
H  -3.52  2.47  4.81  0.1136
H  -5.25  1.38  3.37  0.0817
H  -4.70  0.88  1.74  0.0596
H  -5.20  2.54  2.03  0.0961
H  -0.68  4.23  3.14  0.0588
H  -1.07  3.17  2.22  0.0156
C  -4.14  -3.33  -2.63  -0.0616
C  -4.46  -1.92  -2.18  -0.4134
C  -5.93  -1.65  -2.05  -0.1339
O  -6.34  -0.97  -3.31  -0.2108
C  -6.16  0.45  -3.39  -0.1234
N  -3.80  -1.73  -0.84  0.0704
H  -4.68  -3.59  -3.58  0.0898
H  -4.47  -4.11  -1.97  0.0643
H  -3.04  -3.52  -2.72  0.0634
H  -3.93  -1.26  -2.93  0.1325
H  -6.09  -1.13  -1.08  0.1153
H  -6.53  -2.54  -2.24  0.1263
H  -6.87  0.98  -2.74  0.0783
H  -6.40  0.83  -4.42  0.0973
H  -5.14  0.83  -3.14  0.0640
H  -2.78  -1.76  -0.88  0.0256
H  -4.09  -0.83  -0.47  0.0467
C  -3.65  -1.06  4.96  -0.0573
C  -3.33  -2.11  3.95  -0.4030
C  -4.24  -1.95  2.72  -0.2379
O  -5.55  -1.87  3.15  -0.1860
C  -6.41  -2.39  2.16  -0.0998
N  -1.89  -2.01  3.61  0.0690
H  -3.07  -1.25  5.89  0.0752
H  -4.75  -0.89  5.05  0.0934
H  -3.38  -0.09  4.53  0.0584
H  -3.53  -3.12  4.33  0.1455
H  -4.15  -2.74  2.03  0.0791
H  -3.92  -1.01  2.24  0.1042
H  -7.46  -2.25  2.49  0.1020
H  -6.13  -3.40  1.78  0.0909
H  -6.26  -1.83  1.19  0.0750
H  -1.66  -2.85  3.07  0.0498
H  -1.59  -1.22  3.01  0.0724
C  0.14  -1.57  8.41  -0.0580
C  -0.18  -1.61  6.92  -0.4158
C  1.10  -1.70  6.07  -0.2342
O  1.80  -2.91  6.24  -0.1537
C  2.92  -2.92  5.38  -0.0967
N  -1.12  -2.69  6.60  0.0569
H  -0.71  -1.43  9.11  0.0842
H  0.91  -0.85  8.59  0.0538
H  0.42  -2.60  8.75  0.0893
H  -0.58  -0.67  6.58  0.1179
H  1.69  -0.79  6.24  0.1164
H  0.76  -1.56  5.05  0.0798
H  2.65  -2.59  4.41  0.0513
H  3.22  -3.97  5.42  0.0894
H  3.74  -2.27  5.78  0.1023
H  -0.65  -3.54  6.80  0.0557
H  -1.29  -2.75  5.60  0.0239
C  4.46  -1.71  -0.12  -0.0301
C  5.01  -0.32  -0.63  -0.3925
C  3.93  0.67  -0.94  -0.1933
O  3.18  0.28  -2.10  -0.2056
C  3.63  0.91  -3.23  -0.1454
N  5.84  0.24  0.48  0.0447
H  3.95  -2.23  -0.94  0.0760
H  3.74  -1.55  0.69  0.0477
H  5.28  -2.32  0.28  0.0812
H  5.55  -0.54  -1.57  0.1385
H  4.22  1.67  -1.19  0.0938
H  3.30  0.70  -0.03  0.1207
H  3.12  0.61  -4.13  0.0769
H  4.68  0.71  -3.33  0.0830
H  3.50  2.01  -3.05  0.0974
H  6.47  0.97  0.22  0.0796
H  6.36  -0.50  0.94  0.0708
C  3.21  4.79  3.07  -0.0514
C  3.08  4.58  1.60  -0.4639
C  4.44  4.10  1.00  -0.1724
O  5.46  5.11  1.00  -0.1706
C  5.23  6.01  -0.07  -0.1297
N  2.13  3.57  1.36  0.0630
H  4.01  5.52  3.40  0.1079
H  3.29  3.80  3.55  0.0500
H  2.32  5.23  3.53  0.0725
H  2.81  5.52  1.16  0.1111
H  4.35  3.70  -0.01  0.0992
H  4.88  3.37  1.66  0.0906
H  5.32  5.52  -1.06  0.0868
H  6.04  6.71  -0.02  0.0800
H  4.34  6.61  -0.05  0.0613
H  1.44  3.55  2.12  0.0477
H  1.58  3.86  0.54  0.0395
C  -3.57  -1.64  -8.24  -0.0544
C  -2.67  -2.10  -7.07  -0.4425
C  -2.47  -1.02  -6.03  -0.2220
O  -1.46  -0.19  -6.55  -0.1871
C  -1.26  0.91  -5.70  -0.1281
N  -3.21  -3.33  -6.51  0.0458
H  -4.59  -1.46  -7.92  0.0741
H  -3.48  -2.32  -9.10  0.0830
H  -3.26  -0.68  -8.56  0.0542
H  -1.70  -2.29  -7.51  0.1353
H  -2.10  -1.61  -5.17  0.1142
H  -3.37  -0.41  -5.79  0.1312
H  -0.82  0.59  -4.73  0.0772
H  -2.23  1.36  -5.36  0.0885
H  -0.62  1.63  -6.22  0.0881
H  -2.58  -3.81  -5.88  0.0240
H  -4.19  -3.18  -6.22  0.0847
C  1.31  -2.09  -5.00  -0.0231
C  2.59  -2.93  -4.83  -0.4086
C  3.24  -3.43  -6.07  -0.2072
O  2.27  -4.26  -6.75  -0.1945
C  2.68  -4.54  -8.09  -0.1223
N  3.72  -2.22  -4.15  0.0507
H  0.84  -2.08  -4.04  0.0410
H  0.68  -2.46  -5.80  0.0757
H  1.52  -1.08  -5.28  0.0628
H  2.50  -3.86  -4.20  0.1459
H  4.11  -4.02  -5.79  0.1267
H  3.49  -2.64  -6.82  0.1337
H  3.08  -3.70  -8.66  0.0770
H  1.84  -4.83  -8.66  0.0606
H  3.47  -5.33  -8.27  0.1048
H  3.90  -1.42  -4.74  0.0524
H  3.33  -1.80  -3.31  0.0382
C  5.97  0.30  4.55  -0.0604
C  4.55  0.76  4.30  -0.4414
C  4.08  1.66  5.44  -0.2176
O  3.71  0.92  6.59  -0.1947
C  2.99  1.66  7.51  -0.1215
N  4.48  1.53  3.06  0.0459
H  5.98  -0.08  5.58  0.0778
H  6.60  1.21  4.45  0.0930
H  6.32  -0.52  3.93  0.0648
H  3.86  -0.14  4.35  0.1252
H  3.29  2.34  5.02  0.1105
H  4.86  2.42  5.69  0.1388
H  2.82  1.03  8.37  0.0822
H  2.06  2.01  7.02  0.0854
H  3.58  2.51  7.91  0.0943
H  4.89  1.04  2.25  0.0454
H  3.51  1.81  2.85  0.0158
C  1.50  -3.55  1.50  -0.0590
C  0.82  -4.47  2.50  -0.4106
C  -0.39  -5.21  1.90  -0.1816
O  -1.30  -4.27  1.33  -0.2444
C  -2.50  -4.90  0.94  -0.1145
N  1.76  -5.47  3.07  0.0636
H  1.87  -4.15  0.66  0.0904
H  2.45  -3.17  1.91  0.0609
H  0.95  -2.71  1.14  0.0526
H  0.41  -3.86  3.30  0.1223
H  -0.88  -5.59  2.74  0.1041
H  -0.08  -5.93  1.13  0.1370
H  -3.12  -4.13  0.35  0.0850
H  -3.17  -5.24  1.76  0.0889
H  -2.22  -5.78  0.27  0.1053
H  2.42  -5.05  3.70  0.0364
H  2.24  -5.87  2.27  0.0702
C  -0.90  0.49  -1.59  -0.0472
C  -1.01  0.13  -0.12  -0.4244
C  0.38  0.35  0.57  -0.2070
O  0.27  0.13  1.93  -0.2016
C  1.50  0.08  2.69  -0.0550
N  -2.10  0.79  0.50  0.0974
H  -0.67  1.56  -1.66  0.0693
H  -1.82  0.27  -2.11  0.0567
H  -0.18  -0.15  -2.06  0.0634
H  -1.15  -0.95  -0.05  0.1046
H  0.81  1.32  0.42  0.0998
H  1.13  -0.34  0.15  0.1108
H  2.26  -0.53  2.22  0.0642
H  1.21  -0.27  3.68  0.0634
H  1.91  1.15  2.84  0.0835
H  -2.23  0.68  1.48  0.0383
H  -2.13  1.77  0.15  0.0696
C  -3.37  6.33  1.17  -0.0503
C  -2.60  5.04  0.71  -0.4266
C  -3.24  4.52  -0.58  -0.2090
O  -2.57  3.37  -1.12  -0.2268
C  -3.13  3.17  -2.44  -0.0699
N  -1.16  5.33  0.63  0.0596
H  -4.50  6.23  1.21  0.0944
H  -3.14  7.07  0.36  0.0808
H  -3.08  6.75  2.11  0.0580
H  -2.75  4.26  1.45  0.0947
H  -3.20  5.34  -1.35  0.1295
H  -4.32  4.33  -0.46  0.1294
H  -2.84  4.02  -3.06  0.0845
H  -4.19  3.28  -2.40  0.0725
H  -2.73  2.21  -2.71  0.0593
H  -0.99  6.15  0.06  0.0664
H  -0.66  4.50  0.26  0.0528
C  -0.30  -7.07  -3.58  -0.0563
C  -1.08  -5.89  -4.03  -0.4376
C  -0.60  -4.64  -3.46  -0.2788
O  -0.75  -4.51  -2.09  -0.1615
C  -0.46  -3.17  -1.65  -0.0655
N  -1.06  -5.75  -5.51  0.0584
H  -0.72  -8.03  -3.95  0.0873
H  -0.29  -7.25  -2.54  0.0609
H  0.70  -6.93  -4.01  0.0922
H  -2.16  -5.99  -3.77  0.1537
H  -1.09  -3.79  -3.98  0.1136
H  0.45  -4.47  -3.61  0.1063
H  0.43  -2.81  -2.15  0.0765
H  -0.44  -3.16  -0.57  0.0625
H  -1.19  -2.51  -2.04  0.0502
H  -1.46  -6.54  -5.99  0.0743
H  -0.13  -5.62  -5.88  0.0657

The value obtained for the highest occupied orbital energy is -8.551 eV. The value obtained for the max |F| is 3.047 eV/Å. Its energy relative to the best compared isomer or geometry (same formula, charge and spin) is 96.22 kcal/mol.



The following is a DFT calculation (wB97M-V/def2-TZVPD) of 5 unconnected molecules or ions with the total composition C21H51BN2O12.

Each line ends with the Löwdin charge.
CARTESIAN COORDINATES (ANGSTROEM)
N  2.58  4.15  2.69  -0.0107
C  2.81  2.99  1.76  -0.1713
C  3.03  1.58  2.50  -0.3712
O  2.06  0.52  2.31  0.0975
B  0.74  0.94  2.67  -0.6201
O  0.41  1.90  3.68  0.1304
O  -0.36  0.29  1.97  0.0972
C  3.70  1.60  3.99  -0.1084
N  4.44  0.29  4.10  0.0192
C  4.48  -0.34  2.74  -0.3546
O  4.57  -1.55  2.46  0.0717
C  4.32  0.93  1.74  -0.0295
H  2.19  3.84  3.59  0.0539
H  3.44  4.70  2.81  0.0640
H  2.00  2.97  0.95  0.1336
H  3.79  3.24  1.21  0.1248
H  -0.57  1.97  3.66  0.1219
H  -0.95  0.97  1.56  0.0949
H  4.57  2.33  3.80  0.1268
H  3.03  1.93  4.84  0.1299
H  5.39  0.55  4.38  0.1158
H  5.29  1.53  1.83  0.1356
H  4.03  0.52  0.71  0.1476
C  -3.63  2.62  -2.97  -0.1043
O  -4.59  1.80  -2.30  -0.1864
C  -3.98  0.78  -1.52  -0.1835
C  -3.99  1.14  -0.04  -0.1916
O  -3.13  2.25  0.24  -0.2039
C  -3.86  3.45  0.43  -0.1038
H  -4.15  3.48  -3.39  0.0883
H  -2.86  2.98  -2.28  0.0833
H  -3.18  2.05  -3.79  0.0853
H  -2.96  0.58  -1.86  0.1131
H  -4.57  -0.13  -1.66  0.1261
H  -3.60  0.29  0.53  0.1161
H  -5.01  1.33  0.31  0.1154
H  -4.38  3.43  1.39  0.0863
H  -4.57  3.63  -0.38  0.0875
H  -3.15  4.28  0.44  0.0891
C  9.24  -2.44  -1.88  -0.1137
O  8.85  -2.81  -0.57  -0.1919
C  8.35  -1.71  0.19  -0.1953
C  6.83  -1.74  0.27  -0.2027
O  6.23  -1.50  -1.01  -0.1940
C  5.76  -2.69  -1.61  -0.1078
H  9.43  -3.35  -2.45  0.0881
H  8.46  -1.87  -2.39  0.0828
H  10.16  -1.85  -1.84  0.0861
H  8.70  -0.76  -0.23  0.1234
H  8.76  -1.81  1.20  0.1237
H  6.49  -0.94  0.93  0.0959
H  6.48  -2.69  0.69  0.1273
H  4.86  -3.04  -1.10  0.0897
H  6.51  -3.48  -1.61  0.0840
H  5.49  -2.46  -2.65  0.0875
C  -0.35  -3.48  -4.63  -0.1104
O  0.57  -2.60  -5.27  -0.1931
C  -0.09  -1.56  -5.99  -0.1997
C  -0.04  -0.24  -5.22  -0.1986
O  -0.82  -0.31  -4.03  -0.2060
C  -0.02  -0.47  -2.86  -0.1065
H  0.22  -4.13  -3.96  0.0894
H  -1.09  -2.93  -4.04  0.0827
H  -0.85  -4.10  -5.38  0.0874
H  -1.13  -1.84  -6.22  0.1246
H  0.44  -1.43  -6.93  0.1232
H  -0.47  0.54  -5.84  0.1222
H  0.99  0.04  -4.99  0.1258
H  0.51  0.45  -2.64  0.0889
H  0.69  -1.30  -2.98  0.0863
H  -0.68  -0.70  -2.03  0.0824
C  -8.98  -0.42  4.02  -0.1108
O  -8.63  -1.61  3.32  -0.1924
C  -8.66  -1.43  1.91  -0.1977
C  -7.26  -1.29  1.34  -0.1938
O  -6.65  -0.06  1.76  -0.2098
C  -5.71  -0.26  2.80  -0.1119
H  -8.75  -0.57  5.08  0.0890
H  -8.41  0.44  3.66  0.0825
H  -10.05  -0.23  3.92  0.0879
H  -9.29  -0.58  1.63  0.1254
H  -9.12  -2.33  1.49  0.1241
H  -7.32  -1.25  0.25  0.1239
H  -6.63  -2.14  1.61  0.1273
H  -4.81  -0.74  2.39  0.0809
H  -6.12  -0.86  3.61  0.0867
H  -5.43  0.72  3.19  0.0905

The value obtained for the highest occupied orbital energy is -8.997 eV. The value obtained for the max |F| is 4.366 eV/Å.



The following is a DFT calculation (wB97M-V/def2-TZVPD) of a molecular structure, C44H36GaN5O2P.

Each line ends with the Löwdin charge.
CARTESIAN COORDINATES (ANGSTROEM)
Ga  -0.02  -0.03  0.02  0.5466
O  -4.88  -4.34  -1.83  0.0078
C  -4.44  -4.33  -0.69  -0.7000
O  -4.63  -4.97  0.33  0.0121
C  -3.41  -3.10  -0.45  -0.0204
C  -3.24  -2.15  -1.45  0.0779
C  -2.44  -1.04  -1.18  -0.1877
N  -1.80  -0.94  -0.01  0.0809
C  -2.08  -1.75  1.01  -0.1746
C  -2.93  -2.84  0.82  0.0874
C  -1.48  -1.32  2.27  -0.2012
C  -1.74  -1.95  3.48  0.0333
C  -1.23  -1.40  4.64  -0.0191
C  -0.47  -0.24  4.55  -0.0264
C  -0.25  0.32  3.30  -0.0989
N  -0.73  -0.20  2.18  0.0623
C  -2.23  0.12  -2.04  -0.2131
C  -2.99  0.37  -3.18  0.0244
C  -2.83  1.57  -3.84  -0.0124
C  -1.90  2.49  -3.34  -0.0199
C  -1.18  2.16  -2.21  -0.1332
N  -1.32  1.00  -1.57  0.0640
H  -3.70  -2.32  -2.41  0.1243
H  -3.21  -3.51  1.62  0.1223
H  -2.33  -2.85  3.51  0.1246
H  -1.41  -1.87  5.60  0.1215
H  -0.08  0.24  5.44  0.1139
H  0.33  1.22  3.19  0.1133
H  -3.73  -0.34  -3.51  0.1277
H  -3.42  1.80  -4.71  0.1227
H  -1.76  3.44  -3.82  0.1164
H  -0.47  2.85  -1.79  0.0868
C  3.02  0.07  -5.13  -0.0393
C  1.65  -0.54  -5.09  -0.2618
C  1.07  -0.91  -6.30  -0.0324
C  -0.15  -1.56  -6.35  -0.0538
C  -0.81  -1.89  -5.18  -0.0623
C  -0.26  -1.51  -3.97  -0.0962
C  0.95  -0.81  -3.91  -0.2960
P  1.43  -0.37  -2.21  1.1412
C  2.55  1.08  -2.34  -0.3235
C  1.94  2.14  -3.01  -0.1275
C  2.54  3.38  -3.09  -0.0608
C  3.78  3.57  -2.49  -0.0621
C  4.39  2.52  -1.84  -0.0524
C  3.80  1.26  -1.75  -0.2900
C  4.56  0.15  -1.08  -0.0314
C  2.30  -1.87  -1.68  -0.3254
C  3.06  -2.63  -2.58  -0.0699
C  3.64  -3.81  -2.18  -0.0594
C  3.46  -4.26  -0.88  -0.0521
C  2.69  -3.53  0.00  -0.0347
C  2.09  -2.33  -0.38  -0.3110
C  1.25  -1.61  0.63  -0.1566
H  3.60  -0.36  -5.94  0.0930
H  3.56  -0.09  -4.20  0.0606
H  2.96  1.15  -5.30  0.0917
H  1.60  -0.69  -7.21  0.1188
H  -0.58  -1.83  -7.31  0.1118
H  -1.74  -2.44  -5.20  0.1138
H  -0.74  -1.79  -3.04  0.0924
H  0.99  1.97  -3.50  0.0936
H  2.06  4.19  -3.62  0.1122
H  4.27  4.53  -2.56  0.1105
H  5.37  2.66  -1.40  0.1158
H  5.36  0.55  -0.46  0.0867
H  5.02  -0.47  -1.85  0.0983
H  3.93  -0.50  -0.48  0.0569
H  3.18  -2.29  -3.60  0.1027
H  4.23  -4.39  -2.88  0.1113
H  3.92  -5.18  -0.55  0.1123
H  2.53  -3.89  1.00  0.1193
H  1.90  -1.32  1.47  0.0705
H  0.58  -2.36  1.07  0.0701
N  2.97  2.65  0.98  0.1770
C  2.23  1.55  0.80  -0.1612
N  0.98  1.81  0.50  0.0951
C  0.87  3.19  0.49  -0.1967
C  -0.21  4.05  0.28  -0.0196
C  0.05  5.41  0.28  -0.0594
C  1.33  5.92  0.51  -0.0608
C  2.40  5.10  0.78  0.0015
C  2.15  3.73  0.77  -0.1790
H  3.95  2.68  1.22  0.1800
H  2.62  0.56  0.89  0.1145
H  -1.21  3.67  0.15  0.1160
H  -0.75  6.10  0.10  0.1118
H  1.48  6.99  0.49  0.1127
H  3.39  5.48  1.00  0.1201

The value obtained for the highest occupied orbital energy is -9.904 eV. The value obtained for the max |F| is 1.572 eV/Å. Its net charge is +1.



Orbital gap / eV: 8.8974 9.2483 6.4424
LUMO energy / eV: 0.346 0.252 -3.461